[1]
Molecular formula: C22H43BrN5O4P
Method: DFT, wB97M-V/def2-TZVPD

Geometry as ORCA input:
```
! wB97M-V def2-TZVPD RIJCOSX def2/J DEFGRID3
* xyz 0 1
C 2.260 1.389 0.636
C 1.684 0.687 -0.606
C 1.018 1.650 -1.573
Br 1.333 1.099 -3.466
N -0.373 1.906 -1.263
C -1.258 0.763 -1.481
C -2.342 0.618 -0.402
C -1.884 1.065 0.976
O -3.550 1.242 -0.813
C -4.713 0.472 -0.522
C -5.876 1.422 -0.494
C -6.616 1.668 -1.643
C -7.656 2.581 -1.604
C -7.970 3.266 -0.441
C -7.239 2.997 0.707
C -6.195 2.088 0.681
C -0.800 3.050 -2.002
O -1.415 3.040 -3.027
O -0.378 4.208 -1.417
C -1.514 5.027 -1.057
C -1.015 6.147 -0.160
N -2.155 6.812 0.456
H 1.622 1.286 1.512
H 2.461 2.441 0.430
H 3.204 0.906 0.884
H 1.059 -0.156 -0.320
H 2.533 0.255 -1.132
H 1.530 2.606 -1.491
H -1.757 0.779 -2.450
H -0.683 -0.161 -1.452
H -2.527 -0.462 -0.326
H -2.674 0.955 1.719
H -1.505 2.084 0.976
H -1.056 0.416 1.275
H -4.838 -0.276 -1.312
H -4.596 -0.025 0.446
H -6.377 1.149 -2.562
H -8.218 2.791 -2.506
H -8.771 3.991 -0.427
H -7.471 3.525 1.624
H -5.630 1.904 1.587
H -2.010 5.430 -1.940
H -2.219 4.404 -0.502
H -0.324 5.740 0.577
H -0.425 6.812 -0.803
H -1.939 7.155 1.378
H -2.499 7.572 -0.110
C 2.734 -5.568 -0.450
N 2.729 -4.118 -0.438
C 2.663 -3.608 -1.807
P 3.681 -3.178 0.614
O 3.018 -1.842 0.559
N 3.329 -3.624 2.257
C 2.153 -4.431 2.548
C 3.396 -2.489 3.173
N 5.130 -4.141 0.543
C 5.768 -4.656 1.757
C 6.162 -3.470 -0.283
H 3.608 -5.988 -0.965
H 1.839 -5.918 -0.968
H 2.702 -5.992 0.548
H 3.579 -3.829 -2.373
H 2.513 -2.529 -1.808
H 1.819 -4.054 -2.336
H 1.245 -4.061 2.054
H 1.977 -4.442 3.625
H 2.306 -5.474 2.273
H 2.487 -1.878 3.152
H 4.236 -1.839 2.926
H 3.552 -2.851 4.192
H 6.035 -3.877 2.475
H 6.683 -5.175 1.461
H 5.135 -5.389 2.247
H 6.579 -2.589 0.215
H 5.732 -3.147 -1.235
H 6.975 -4.158 -0.512
*
```

SMILES string	CC[C@@H](Br)N(C[C@@H](C)OCc1ccccc1)C(=O)OCCN.CN(C)P(=O)(N(C)C)N(C)C
HOMO level	-0.3156	Ha



[2]
Molecular formula: C22H43CoN2P3S
Method: DFT, wB97M-V/def2-TZVPD

Geometry as ORCA input:
```
! wB97M-V def2-TZVPD RIJCOSX def2/J DEFGRID3
* xyz 3 5
Co 0.378 0.317 0.274
P 2.306 1.306 -0.104
P -0.371 2.530 1.315
P 0.803 -1.696 -0.186
H -1.978 1.935 -0.586
C -1.786 0.857 -0.590
C -2.367 0.028 0.340
H -2.786 0.441 1.265
C 2.239 1.995 -1.802
C 3.028 2.679 0.894
C 3.815 0.254 -0.154
C -2.141 2.846 1.728
C 0.325 3.073 2.926
C -0.160 3.980 0.188
C -0.528 -2.943 -0.047
C 2.048 -2.599 0.822
C 1.493 -1.908 -1.879
H -1.360 0.502 -1.538
H -2.480 -1.042 0.138
H 3.230 2.377 -2.085
H 1.497 2.804 -1.849
H 1.937 1.197 -2.493
H 3.963 3.016 0.422
H 3.273 2.323 1.903
H 2.359 3.539 0.994
H 4.668 0.878 -0.456
H 3.704 -0.575 -0.857
H 4.028 -0.153 0.840
H -2.251 3.912 1.961
H -2.436 2.249 2.595
H -2.815 2.605 0.905
H 0.040 4.117 3.110
H 1.413 2.990 2.954
H -0.090 2.447 3.724
H -0.733 4.823 0.593
H -0.565 3.729 -0.798
H 0.884 4.280 0.070
H -0.162 -3.903 -0.440
H -1.428 -2.662 -0.604
H -0.795 -3.070 1.011
H 2.204 -3.595 0.383
H 1.679 -2.716 1.846
H 3.005 -2.074 0.863
H 1.242 -2.907 -2.249
H 2.578 -1.775 -1.893
H 1.066 -1.172 -2.566
C -2.491 -2.046 -4.511
C -2.040 -1.884 -5.839
C -2.904 -2.182 -6.897
C -4.215 -2.613 -6.655
C -4.684 -2.676 -5.336
C -3.845 -2.368 -4.265
S -1.411 -1.977 -3.159
H -1.205 -0.644 -2.841
H -1.018 -1.549 -6.018
H -2.563 -2.089 -7.929
H -4.870 -2.886 -7.488
H -5.710 -2.985 -5.138
H -4.208 -2.397 -3.234
N 0.911 -0.856 6.517
C 0.774 -0.657 5.181
C -0.490 -0.714 4.561
C -0.588 -0.494 3.196
N 0.495 -0.184 2.444
C 1.711 -0.111 3.038
C 1.894 -0.344 4.388
H 0.123 -1.066 7.112
H 1.816 -0.809 6.963
H -1.376 -0.950 5.140
H -1.539 -0.572 2.667
H 2.566 0.116 2.395
H 2.893 -0.300 4.822
*
```

relative energy (zero: lowest compared OMol25 entry of this formula, charge and spin)	0.909	eV
HOMO level (alpha / beta)	-0.5657 / -0.5864	Ha



[3]
Molecular formula: C22H43MoN2P3Se
Method: DFT, wB97M-V/def2-TZVPD

Geometry as ORCA input:
```
! wB97M-V def2-TZVPD RIJCOSX def2/J DEFGRID3
* xyz 4 3
Mo -0.541 -0.246 -1.553
P -2.715 -0.279 -1.031
P 0.101 -2.441 -1.198
P 0.155 2.330 -1.233
H 4.614 -0.346 0.197
C 3.652 0.209 0.156
C 3.061 1.101 1.199
H 2.104 0.763 1.617
C -3.751 -0.724 -2.479
C -3.246 -1.472 0.253
C -3.451 1.324 -0.523
C 1.848 -2.998 -1.252
C -0.426 -3.522 0.198
C -0.653 -3.281 -2.649
C 1.754 3.203 -1.467
C -0.356 3.115 0.354
C -0.832 3.307 -2.463
H 3.761 0.865 -0.753
H 3.373 2.149 1.334
H -4.789 -0.689 -2.138
H -3.531 -1.730 -2.849
H -3.624 -0.012 -3.302
H -4.270 -1.236 0.599
H -2.538 -1.374 1.092
H -3.225 -2.501 -0.151
H -4.555 1.273 -0.531
H -3.116 2.128 -1.202
H -3.123 1.556 0.501
H 1.871 -4.098 -1.226
H 2.372 -2.603 -0.369
H 2.354 -2.630 -2.155
H -0.198 -4.562 -0.070
H -1.495 -3.408 0.400
H 0.130 -3.247 1.100
H -0.237 -4.291 -2.674
H -0.412 -2.738 -3.567
H -1.740 -3.322 -2.549
H 1.571 4.291 -1.518
H 2.235 2.886 -2.405
H 2.421 2.990 -0.622
H 0.063 4.124 0.396
H 0.041 2.522 1.181
H -1.445 3.169 0.426
H -0.545 4.349 -2.360
H -1.900 3.210 -2.312
H -0.577 2.944 -3.454
C 0.753 0.264 -5.122
C 2.058 -0.037 -4.739
C 3.062 -0.104 -5.691
C 2.785 0.147 -7.039
C 1.500 0.475 -7.417
C 0.482 0.532 -6.472
Se -0.683 0.042 -3.822
H 2.734 -0.416 -0.148
H 2.239 -0.269 -3.689
H 4.080 -0.380 -5.381
H 3.594 0.058 -7.763
H 1.304 0.672 -8.472
H -0.532 0.738 -6.785
N -0.505 -0.141 5.984
C -0.564 -0.256 4.632
C 0.268 -1.180 3.969
C 0.277 -1.123 2.572
N -0.586 -0.405 1.840
C -1.329 0.499 2.486
C -1.355 0.602 3.865
H -0.001 -0.779 6.588
H -1.105 0.513 6.463
H 0.930 -1.843 4.506
H 1.044 -1.636 2.027
H -1.927 1.174 1.904
H -1.932 1.372 4.345
*
```

HOMO level (alpha / beta)	-0.6822 / -0.6820	Ha